Entry 1:
Molecular formula: C52H60As3INOPSi2V
Method: DFT, ωB97M-V/def2-TZVPD

```
122
Properties=species:S:1:pos:R:3
V 0.27811 1.75959 -0.01696
O 0.66343 4.48959 -0.22219
N -0.03511 3.52399 0.50540
C -0.88351 4.14934 1.25583
C -1.58875 3.61639 2.41372
C -2.47238 4.50846 3.03348
C -3.09504 4.18975 4.22108
C -2.82568 2.97195 4.83569
C -1.96844 2.07311 4.22497
C -1.36237 2.36285 3.00228
P -0.28544 1.10799 2.18681
C 1.29604 1.27129 3.12910
C 1.79621 2.57502 3.26716
C 3.08405 2.79911 3.73223
C 3.90765 1.73194 4.06624
C 3.41879 0.44017 3.96629
C 2.12758 0.21555 3.50062
C -1.22389 -0.40985 2.60742
C -0.74736 -1.58121 3.18403
C -1.59573 -2.67189 3.37896
C -2.92706 -2.59942 3.00311
C -3.41389 -1.43253 2.42571
C -2.57057 -0.35606 2.21849
H 1.04811 4.00838 -0.98465
H -0.97707 5.21340 1.07610
H -2.65879 5.46981 2.56218
H -3.77985 4.89285 4.67842
H -3.28834 2.72284 5.78337
H -1.77580 1.11883 4.69837
H 1.17354 3.42432 3.03435
H 3.44596 3.81613 3.82594
H 4.92498 1.91097 4.39861
H 4.04026 -0.40738 4.23244
H 1.78251 -0.79950 3.42254
H 0.27778 -1.66728 3.49534
H -1.20128 -3.57580 3.83321
H -3.58281 -3.45196 3.15368
H -4.45403 -1.36346 2.13078
H -2.96135 0.54428 1.76147
C 2.27989 -3.95671 -0.09102
C 2.21701 -3.10575 -1.35824
As 0.81089 -1.69745 -1.41952
C -0.70201 -2.93961 -1.34468
C -0.77649 -4.07838 -2.15282
C -1.87942 -4.91843 -2.08705
C -2.92708 -4.62785 -1.21474
C -2.86093 -3.49942 -0.41149
C -1.75056 -2.66238 -0.47696
C 0.89851 -1.52779 -3.36592
C 2.13330 -1.37808 -3.99766
C 2.21031 -1.28082 -5.38142
C 1.05124 -1.32765 -6.14891
C -0.18175 -1.46609 -5.52441
C -0.25655 -1.56282 -4.13943
As 2.65680 -2.93598 1.54833
C 4.25928 -1.98465 0.94325
C 5.50849 -2.56346 0.71856
C 6.54149 -1.81356 0.16657
C 6.33953 -0.47724 -0.16613
C 5.10770 0.11589 0.07424
C 4.08096 -0.63613 0.63056
C 3.43106 -4.37038 2.62906
C 3.27528 -4.26375 4.01239
C 3.85508 -5.18879 4.87431
C 4.59812 -6.24480 4.35862
C 4.73605 -6.38055 2.98122
C 4.15345 -5.45372 2.12582
H 3.03713 -4.73005 -0.20552
H 1.32642 -4.45549 0.06794
H 2.01243 -3.74769 -2.20978
H 3.17339 -2.62553 -1.54585
H 0.01745 -4.30364 -2.85508
H -1.92774 -5.79327 -2.72606
H -3.78953 -5.28187 -1.16830
H -3.67346 -3.26426 0.26606
H -1.70334 -1.78293 0.15195
H 3.04160 -1.31590 -3.41059
H 3.17620 -1.16570 -5.86131
H 1.11160 -1.25048 -7.22965
H -1.09135 -1.49229 -6.11493
H -1.22352 -1.68267 -3.66399
H 5.69272 -3.59392 0.99054
H 7.50548 -2.27594 -0.00756
H 7.14274 0.10056 -0.60999
H 4.93894 1.15782 -0.17234
H 3.12809 -0.17145 0.81906
H 2.69024 -3.45091 4.43041
H 3.72217 -5.08374 5.94636
H 5.05867 -6.96332 5.02672
H 5.30053 -7.21125 2.56944
H 4.25031 -5.59884 1.05555
I 1.76643 2.00826 -2.26310
C -1.57442 1.44378 -0.89165
H -1.30969 1.02449 -1.86896
H -2.08460 0.64248 -0.34604
C -2.06506 6.32084 -0.82554
Si -2.73893 4.93723 -1.90063
C -1.92652 5.14459 -3.57283
C -4.56576 5.37486 -2.01478
As -3.08610 2.73197 -1.09873
Si -3.66496 1.86957 -3.21293
C -2.23451 1.99780 -4.40667
C -4.06915 0.06918 -2.90887
C -5.15291 2.63628 -4.05599
H -2.15145 7.23170 -1.43142
H -1.01744 6.20699 -0.53591
H -2.67655 6.46310 0.07494
H -1.78201 6.21376 -3.77548
H -2.54817 4.72070 -4.37263
H -0.94483 4.65315 -3.61395
H -4.71692 6.31525 -2.56274
H -4.96553 5.49835 -1.00251
H -5.15199 4.59455 -2.50432
H -1.49436 1.21844 -4.23496
H -1.71939 2.95706 -4.30818
H -2.59239 1.90322 -5.44261
H -3.20249 -0.47362 -2.51008
H -4.37961 -0.41756 -3.84393
H -4.88661 -0.02558 -2.18420
H -4.94775 3.66293 -4.38613
H -6.03440 2.65622 -3.40262
H -5.39920 2.03753 -4.94382
```

Computed properties:
- ΔE to the lowest compared entry with this formula, charge and spin (eV) = 0.649
- F_max (eV/Å) = 2.96
- Kohn-Sham gap (alpha / beta) (eV) = 6.8 / 6.8
- E (Ha) = -11016.8439
- 2S+1 = 4
- E_LUMO (alpha / beta) (eV) = -0.22 / -0.59
- charge = 0

Entry 2:
Molecular formula: C5H14N3
Method: DFT, ωB97M-V/def2-TZVPD

```
22
Properties=species:S:1:pos:R:3
C -0.42778 -0.93146 0.58936
C -1.47582 0.00981 0.02425
C 0.99655 -0.55521 0.17837
C -1.99434 -0.72370 -1.27078
C 1.62589 1.32663 1.51673
N 1.43956 0.80281 0.30505
N 1.58157 -1.11569 -1.07760
N -0.80854 1.27068 -0.36820
H -0.62460 -0.95552 1.59538
H -0.62216 -2.01475 0.28694
H -2.26880 0.20447 0.66653
H 1.53167 -1.21756 0.90003
H -2.39430 -0.00184 -2.09471
H -2.90298 -1.29659 -1.14086
H -1.14172 -1.30101 -1.66640
H 1.41737 0.63995 2.40615
H 2.71418 1.52424 1.59308
H 1.27846 2.26572 1.58719
H 1.25501 -0.67523 -1.99099
H 2.61475 -0.96282 -1.14191
H -1.24878 1.76465 -1.22143
H -0.54519 1.94242 0.32382
```

Computed properties:
- ΔE to the lowest compared entry with this formula, charge and spin (eV) = 5.988
- F_max (eV/Å) = 5.71
- Kohn-Sham gap (alpha / beta) (eV) = 6.9 / 7.4
- E (Ha) = -362.7591
- E_LUMO (alpha / beta) (eV) = -6.92 / -6.54
- charge = +1

Entry 3:
Molecular formula: C13H8F4NO4S
Method: DFT, ωB97M-V/def2-TZVPD

```
31
Properties=species:S:1:pos:R:3
F -0.81169 3.96071 1.36227
C 0.30787 3.28848 1.13251
C 0.14441 1.91272 0.67291
F -0.92551 1.27569 1.27944
C 1.42129 1.04202 0.83746
O 1.32122 -0.16307 0.70639
C 2.65497 1.74539 1.09692
F 3.79013 1.00508 1.16475
C 2.70354 3.09667 1.19122
F 3.88400 3.71787 1.32945
C 1.52892 3.98830 1.15649
O 1.64321 5.23097 1.12724
C -0.72316 -4.56839 0.38038
C -0.92365 -3.19422 -0.17937
C -0.31587 -2.83526 -1.38594
C -0.41788 -1.53442 -1.86820
C -1.12532 -0.59471 -1.11350
S -1.21181 1.09711 -1.66578
N -0.07783 1.93334 -0.73097
O -0.65363 1.16946 -2.98816
O -2.53276 1.55450 -1.35248
C -1.88182 -0.98236 -0.00513
C -1.73094 -2.27007 0.48642
H -1.30425 -4.67083 1.30069
H -1.06271 -5.31830 -0.34278
H 0.33596 -4.76151 0.59480
H 0.24818 -3.58184 -1.94901
H 0.05126 -1.23299 -2.80212
H 0.47318 2.55301 -1.31181
H -2.56145 -0.28869 0.47747
H -2.24784 -2.57469 1.39841
```

Computed properties:
- F_max (eV/Å) = 3.47
- Kohn-Sham gap (eV) = 6.4
- E (Ha) = -1653.5523
- E_LUMO (eV) = 2.74
- charge = -1
- SMILES = Cc1ccc(S(=O)(=O)N[C@@]2(F)C(=O)C(F)=C(F)C([O-])=C2F)cc1

Entry 4:
Molecular formula: C5H10NO4PS
Method: DFT, ωB97M-V/def2-TZVPD

```
22
Properties=species:S:1:pos:R:3
C 0.96240 -1.62538 0.13347
C -0.36859 -2.01538 0.81040
C -0.85736 -0.06081 -0.14984
C -2.56804 1.42181 0.77407
C -1.12250 0.97498 0.84638
N 0.74950 -0.43995 -0.54271
O 1.97465 -2.25221 0.10493
O -1.35129 -1.27306 0.17306
O 1.58264 1.30224 -2.23428
O 3.10284 -0.44627 -1.63489
P 2.06821 0.60660 -0.85206
S 2.57902 1.64877 0.71500
H -0.37809 -3.14859 0.65963
H -0.43234 -1.75621 1.86188
H -1.32905 0.12247 -1.05107
H -2.48530 2.13284 0.02393
H -2.93228 2.01854 1.78626
H -3.34587 0.67985 0.44869
H -0.87958 0.41166 1.72704
H -0.42193 1.80681 0.63344
H 1.70961 0.87782 -3.08611
H 3.74335 -0.98653 -1.14722
```

Computed properties:
- ΔE to the lowest compared entry with this formula, charge and spin (eV) = 2.326
- F_max (eV/Å) = 3.27
- Kohn-Sham gap (eV) = 9.8
- E (Ha) = -1291.8188
- E_LUMO (eV) = 0.52
- charge = 0
- SMILES = CC[C@@H]1OCC(=O)N1P(O)(O)=S

Look up the E of the second one. -362.7591 Ha

What did the fourth record say?
Molecular formula: C5H10NO4PS
Method: DFT, ωB97M-V/def2-TZVPD

```
22
Properties=species:S:1:pos:R:3
C 0.96240 -1.62538 0.13347
C -0.36859 -2.01538 0.81040
C -0.85736 -0.06081 -0.14984
C -2.56804 1.42181 0.77407
C -1.12250 0.97498 0.84638
N 0.74950 -0.43995 -0.54271
O 1.97465 -2.25221 0.10493
O -1.35129 -1.27306 0.17306
O 1.58264 1.30224 -2.23428
O 3.10284 -0.44627 -1.63489
P 2.06821 0.60660 -0.85206
S 2.57902 1.64877 0.71500
H -0.37809 -3.14859 0.65963
H -0.43234 -1.75621 1.86188
H -1.32905 0.12247 -1.05107
H -2.48530 2.13284 0.02393
H -2.93228 2.01854 1.78626
H -3.34587 0.67985 0.44869
H -0.87958 0.41166 1.72704
H -0.42193 1.80681 0.63344
H 1.70961 0.87782 -3.08611
H 3.74335 -0.98653 -1.14722
```

Computed properties:
- ΔE to the lowest compared entry with this formula, charge and spin (eV) = 2.326
- F_max (eV/Å) = 3.27
- Kohn-Sham gap (eV) = 9.8
- E (Ha) = -1291.8188
- E_LUMO (eV) = 0.52
- charge = 0
- SMILES = CC[C@@H]1OCC(=O)N1P(O)(O)=S

Number 1 is which compound? C52H60As3INOPSi2V